Record 1
{
  "formula": "C2H20O15",
  "method": "wB97M-V/def2-TZVPD",
  "symbols": ["O", "H", "H", "H", "O", "H", "H", "H", "C", "O", "O", "O", "C", "O", "O", "O", "O", "H", "H", "O", "H", "H", "O", "H", "H", "O", "H", "H", "O", "H", "H", "O", "H", "H", "O", "H", "H"],
  "coordinates": [[-24.473770, -17.130770, 10.330120], [-24.991090, -16.995190, 9.532880], [-25.135240, -17.188600, 11.023450], [-23.941970, -17.929890, 10.316050], [-25.730360, -22.597990, 11.348810], [-25.007450, -22.010310, 11.117200], [-26.435620, -22.025010, 11.658470], [-25.499880, -23.223850, 12.039310], [-27.912990, -18.466450, 13.559140], [-27.670860, -17.696490, 12.613140], [-27.659760, -18.119850, 14.727560], [-27.988170, -19.687950, 13.358800], [-21.105410, -20.253870, 10.059940], [-22.264500, -20.513580, 10.471330], [-21.002350, -19.246270, 9.375250], [-20.112730, -20.858230, 10.418960], [-27.057430, -15.882760, 7.964610], [-27.598070, -15.103640, 7.834570], [-26.931370, -16.237040, 7.084360], [-24.482580, -17.593700, 5.639020], [-23.621820, -18.012360, 5.645750], [-24.866140, -17.847120, 4.799450], [-27.821480, -13.433300, 11.775150], [-28.137160, -14.336500, 11.803540], [-28.577960, -12.923690, 11.484860], [-20.568800, -14.973160, 9.151950], [-20.691760, -15.908800, 8.991630], [-20.607880, -14.573610, 8.283000], [-23.118260, -14.204970, 5.909680], [-23.351990, -14.084210, 4.989350], [-23.517410, -15.040850, 6.150970], [-27.418990, -19.795630, 9.188130], [-27.727750, -19.389490, 9.998040], [-27.790130, -19.254180, 8.491490], [-25.228540, -15.060560, 14.300150], [-25.700420, -15.877590, 14.461470], [-25.615860, -14.714440, 13.496160]],
  "forces_ev_per_a": [[-0.2201, 1.1420, 0.1185], [-0.1292, -0.0755, -1.0659], [-0.9322, -0.2399, 1.6076], [1.3220, -1.6120, -0.2531], [-0.5970, -0.4922, -0.7955], [1.8953, 0.8141, -0.4535], [-1.5319, 1.1407, 0.6567], [0.5643, -0.4341, 0.7162], [3.5161, -0.4247, 1.3692], [-0.1612, 3.4880, -4.2809], [-0.7472, 1.9248, 3.3388], [-1.6976, -5.1102, -1.5839], [-0.4509, 0.1939, 1.1636], [-4.7502, -1.6876, 1.5168], [0.4120, 5.0982, -3.9977], [3.4817, -3.1757, 1.2450], [0.1790, -0.1948, 0.1509], [-0.1076, 0.2361, 0.1616], [0.1622, -0.1769, -0.2411], [-0.2472, 0.4255, 0.0440], [0.3622, -0.2330, 0.2582], [-0.1026, -0.0965, -0.1848], [0.2198, 0.3188, -0.1665], [-0.0253, -0.6108, 0.2358], [-0.1468, 0.1056, 0.0000], [0.0107, 0.3896, 0.1040], [0.0286, -0.6312, 0.1381], [-0.0539, 0.0837, -0.2043], [0.1474, 0.2981, 0.0561], [-0.0319, 0.0040, -0.1940], [-0.1246, -0.3816, 0.1260], [0.2879, -0.2980, -0.3757], [-0.1929, 0.2774, 0.8962], [-0.0726, 0.1182, -0.1040], [0.5202, 0.4224, 0.0537], [-0.5432, -0.6188, 0.0570], [-0.2433, 0.0122, -0.1128]],
  "lowdin_charge": [0.3674, 0.1544, 0.1633, 0.1644, 0.3225, 0.1534, 0.1501, 0.1572, -1.1929, -0.2005, -0.1629, -0.1923, -1.2384, -0.2261, -0.1626, -0.1355, -0.0429, 0.0336, 0.0208, -0.0517, 0.0435, 0.0250, -0.0588, 0.0326, 0.0165, -0.0614, 0.0289, 0.0129, -0.0536, 0.0220, 0.0088, -0.0820, 0.0169, 0.0120, -0.0708, 0.0213, 0.0049],
  "total_charge": -2,
  "e_lumo_ev": 3.05,
  "orbital_gap_ha": 0.086
}

***

Record 2
{
  "formula": "C3H8O2",
  "method": "wB97M-V/def2-TZVPD",
  "symbols": ["C", "C", "O", "C", "O", "H", "H", "H", "H", "H", "H", "H", "H"],
  "coordinates": [[0.415530, -0.796725, 1.169919], [0.512225, 0.208868, 0.038026], [1.822688, 0.118611, -0.516622], [-0.359043, -0.139346, -1.162368], [-0.909615, 0.675921, -1.863081], [0.575258, -1.810145, 0.787433], [-0.563829, -0.753012, 1.659414], [1.186301, -0.594720, 1.920061], [0.303608, 1.225743, 0.401342], [1.867637, 0.762640, -1.237840], [-0.346723, -1.221216, -1.416431], [-2.361767, 1.090925, 0.456238], [-2.142270, 1.232456, -0.236090]],
  "forces_ev_per_a": [[-0.0208, -0.0477, -0.0398], [-0.1506, -0.0334, 0.1435], [0.1874, 0.1944, -0.0887], [-0.1330, 0.2066, -0.1327], [0.3788, -0.4910, 0.1120], [-0.0272, 0.1092, 0.0481], [0.1471, 0.0253, -0.1335], [-0.1113, 0.0220, -0.1540], [-0.0297, -0.1875, -0.2251], [0.1654, -0.1049, 0.1531], [-0.0627, 0.1185, -0.0479], [-0.1637, 0.0608, 0.1973], [-0.1797, 0.1277, 0.1675]],
  "lowdin_charge": [-0.0456, -0.4345, -0.0257, -0.2536, 0.0113, 0.0846, 0.0813, 0.0873, 0.1398, 0.1032, 0.1398, 0.0669, 0.0452],
  "total_charge": 0,
  "relative_energy_ev": 1.989,
  "e_lumo_ev": 0.82,
  "orbital_gap_ha": 0.396,
  "smiles": "C[C@@H](O)C=O.[H][H]"
}